12
Properties=species:S:1:pos:R:3:nbo_charge:R:1 method="wB97M-V/def2-TZVPD" e_above_lowest_kj_mol=266.5 e_lumo_ev=0.30 e_tot_ha=-696.96748 homo_energy_ev=-8.93 gap_ev=9.222
C -0.15466 -0.59520 0.12888 -0.5227
O -0.46166 -1.88189 -0.16174 -0.7166
Si 1.66048 -0.08414 -0.02760 0.8690
Si -1.66078 0.51458 -0.17055 0.8948
H -0.10755 -0.56471 1.98762 -0.0394
H 0.30278 -2.45882 -0.03722 0.4735
H 1.82669 1.29617 0.40034 -0.1424
H 2.02874 -0.23899 -1.44545 -0.1788
H 2.48020 -1.03424 0.73192 -0.1615
H -2.81176 0.01577 0.57078 -0.1482
H -1.29341 1.88247 0.18434 -0.1573
H -1.93856 0.43464 -1.61203 -0.1705